Formula: C9H7BCo2O6
Source: the Open Molecules 2025 dataset
Level of theory: ωB97M-V/def2-TZVPD

Last column: Mulliken charge in e.
CARTESIAN COORDINATES (ANGSTROEM)
H1 -0.132 0.193 2.205  0.34
B1 2.834 4.037 3.400  0.09
H2 3.977 3.619 3.282  -0.03
H3 2.452 5.079 2.923  -0.02
H4 2.035 3.339 4.001  -0.04
O1 2.734 -1.868 -2.374  -0.33
C1 1.583 -1.795 -2.441  0.23
Co1 -0.145 -1.673 -2.320  0.09
C2 -0.469 -0.060 -3.084  0.16
O2 -0.683 1.034 -3.391  -0.31
C3 -0.449 -3.346 -2.852  0.27
O3 -0.632 -4.430 -3.211  -0.32
C4 0.336 -1.169 -0.540  -0.55
C5 0.035 -0.129 0.234  0.79
C6 0.429 0.598 1.410  -1.32
Co2 -1.586 -0.682 -0.251  0.19
C7 -2.155 0.971 -0.424  0.20
O4 -2.435 2.090 -0.351  -0.33
C8 -2.145 -0.811 1.381  0.24
O5 -2.298 -0.795 2.516  -0.33
C9 -2.539 -1.846 -1.327  0.15
O6 -3.404 -2.570 -1.601  -0.35
H5 0.979 -1.966 -0.124  0.48
H6 0.181 1.656 1.318  0.35
H7 1.496 0.525 1.622  0.35

Results
Charge ... 0
E ... -3588.80136 a.u.
HOMO energy ... -0.306 Eh
Largest force on an atom ... 0.0520 Eh/bohr
ΔE to the lowest compared entry with this formula, charge and spin ... 0.000 eV
LUMO energy ... -0.04443 Eh